11
Properties=species:S:1:pos:R:3:forces:R:3 method="wB97M-V/def2-TZVPD" smiles="CC1=NSSC1" homo_ev=-7.90 total_charge=0
C 0.265653 0.737069 1.369967 0.35 -0.73 -4.17
C -0.380962 -0.076079 0.235714 1.46 -2.00 -0.21
N -1.005019 -1.165691 0.456535 -0.81 0.65 1.06
S -1.470826 -2.206452 -0.739693 0.41 0.40 0.18
S -0.539386 -1.168161 -2.330608 0.38 1.10 0.43
C 0.233497 0.037856 -1.148488 0.54 -1.65 0.61
H 0.029901 1.726538 1.209945 -1.36 2.44 0.21
H 1.326507 0.848097 1.150968 0.39 -0.99 0.51
H -0.041602 0.343296 2.251762 -0.42 -0.88 2.81
H 0.263999 1.027369 -1.418942 -0.86 2.46 -1.50
H 1.318237 -0.103843 -1.037160 -0.08 -0.81 0.07



10
Properties=species:S:1:pos:R:3:forces:R:3 method="wB97M-V/def2-TZVPD" smiles=C[Se]CC#N homo_ev=-9.14 total_charge=0
C 0.698185 0.681220 -0.575248 -0.15 -2.24 2.30
Se -1.148420 1.277537 -0.037653 0.54 -1.59 0.40
C -1.919736 -0.547764 0.600432 3.06 -0.73 -3.61
C -3.147322 -0.889232 -0.059182 0.68 1.18 1.23
N -4.182772 -1.058132 -0.490619 -1.66 -0.58 -0.96
H 0.706147 -0.101905 -1.286847 -0.76 -0.47 -1.32
H 1.115510 1.529270 -0.967458 1.00 2.16 -1.13
H 1.474482 0.220923 0.121694 -1.50 1.10 0.27
H -1.979887 -0.552085 1.681299 0.38 -0.51 -0.09
H -1.146041 -1.277851 -0.074886 -1.60 1.68 2.91



11
Properties=species:S:1:pos:R:3:forces:R:3 method="wB97M-V/def2-TZVPD" smiles="O=C=O.C=CP" homo_ev=-9.09 total_charge=0
O 1.667756 -0.379797 1.974577 -0.16 1.31 1.32
C 1.781640 -1.095674 1.090335 0.08 -0.13 0.37
O 1.912467 -1.847032 0.241661 0.21 -1.40 -1.50
C -1.376179 -0.416190 0.324384 1.75 3.55 -1.84
C -0.749439 0.777016 -0.016259 -0.81 -2.70 2.74
P 0.602334 0.663031 -1.212355 -1.48 0.85 -1.97
H -1.207547 -1.267610 -0.249787 0.67 -1.37 -1.31
H -2.183662 -0.610061 0.934662 -1.42 0.47 1.96
H -0.766507 1.614381 0.717247 -0.42 -0.41 -0.93
H 0.693705 2.079007 -1.417747 0.08 -0.40 -0.11
H -0.374569 0.482929 -2.386717 1.48 0.21 1.27



11
Properties=species:S:1:pos:R:3:forces:R:3 method="wB97M-V/def2-TZVPD" homo_ev="-11.86 / -13.33" spin_multiplicity=6 total_charge=+1
H 0.470206 -1.737851 -1.133329 -0.72 1.00 -0.97
O -0.651114 1.075127 0.620162 -0.56 -0.53 -0.37
C 0.515124 0.809957 0.150836 -0.21 -0.37 -0.22
O 1.385592 0.515570 1.101358 0.53 -0.33 -1.27
C 1.059458 -0.219815 2.215700 -0.21 1.02 1.33
H 1.921795 -0.424994 2.844724 0.01 -0.14 -0.49
H 0.161512 0.090624 2.746056 -0.15 -0.37 -0.34
C -1.696165 1.052484 -0.458220 0.22 0.03 -0.24
H -2.549940 0.547545 0.018137 0.26 0.08 -0.19
H -1.983330 2.105774 -0.594576 0.06 -0.28 -0.09
Pm -0.406426 -0.132538 -2.286039 0.77 -0.11 2.86



no.,M (g/mol)
1,119.2
2,134.0
3,104.0
4,218.1